a | The following is a quantum chemistry calculation of a 2-piece molecular cluster, C2H8NOS overall, from OMol25.

Calculated values
gap between HOMO and LUMO = 6.350 eV

Structure (ORCA input):
```
! RIJCOSX wB97M-V def2-TZVPD def2/J DEFGRID3
* xyz -1 1
C -2.007 -0.512 -2.681
S -1.639 0.068 -0.931
H -1.650 -1.528 -2.617
H -3.079 -0.535 -2.828
H -1.401 -0.004 -3.441
N 0.468 0.982 1.665
C 1.631 0.264 2.007
O 2.058 -0.681 0.996
H 0.528 1.613 0.879
H -0.342 0.393 1.520
H 2.391 0.964 2.395
H 1.525 -0.457 2.822
H 1.516 -0.567 0.213
*
```

---

b | The following is a quantum chemistry calculation of a 2-piece molecular cluster, C2H8NOS overall, from OMol25.

Calculated values
gap between HOMO and LUMO = 7.132 eV

Structure (ORCA input):
```
! RIJCOSX wB97M-V def2-TZVPD def2/J DEFGRID3
* xyz -1 1
C -1.292 -1.781 0.365
S -1.781 0.029 0.056
H -0.304 -1.944 -0.096
H -2.075 -2.237 -0.214
H -1.359 -2.005 1.479
N 1.759 0.666 1.063
C 1.980 0.308 -0.336
O 1.034 0.919 -1.228
H 1.683 1.659 1.170
H 0.787 0.439 1.130
H 1.984 -0.796 -0.407
H 2.981 0.610 -0.834
H 0.076 0.626 -0.915
*
```

---

c | The following is a quantum chemistry calculation of a 2-piece molecular cluster, C2H8NOS overall, from OMol25.

Calculated values
gap between HOMO and LUMO = 7.045 eV

Structure (ORCA input):
```
! RIJCOSX wB97M-V def2-TZVPD def2/J DEFGRID3
* xyz -1 1
C 0.115 1.932 -1.824
S -0.532 0.211 -1.697
H 0.206 2.237 -2.867
H -0.633 2.578 -1.358
H 1.045 2.007 -1.270
N 1.019 -1.306 1.110
C -0.392 -1.199 1.567
O -0.960 -0.005 1.228
H 1.198 -2.295 0.966
H 1.054 -0.938 0.141
H -0.985 -2.011 1.129
H -0.330 -1.319 2.657
H -0.805 0.109 0.218
*
```

---

Energies, relative to the best one, in kcal/mol: a 9.5; b 4.2; c 0.0.

---

a | The following is a quantum chemistry calculation of a 11-piece molecular cluster, C33H66O33 overall, from OMol25.

Calculated values
gap between HOMO and LUMO = 10.855 eV
SMILES = COC(=O)OC.COC(=O)OC.COC(=O)OC.COC(=O)OC.COC(=O)OC.COC(=O)OC.COC(=O)OC.COC(=O)OC.COC(=O)OC.COC(=O)OC.COC(=O)OC

Structure (ORCA input):
```
! RIJCOSX wB97M-V def2-TZVPD def2/J DEFGRID3
* xyz 0 1
C 3.633 6.196 1.382
O 2.554 6.418 2.274
C 1.555 5.569 2.297
O 1.378 4.487 1.658
O 0.787 5.980 3.297
C -0.517 5.414 3.375
H 3.226 5.983 0.393
H 4.273 5.386 1.732
H 4.252 7.093 1.353
H -1.084 5.689 2.485
H -1.193 5.779 4.148
H -0.364 4.337 3.432
C 1.137 1.979 4.529
O 1.857 2.785 5.474
C 1.600 2.710 6.851
O 0.684 2.074 7.394
O 2.480 3.522 7.473
C 2.512 3.811 8.836
H 0.106 1.736 4.782
H 1.669 1.043 4.361
H 1.096 2.412 3.529
H 3.176 4.668 8.944
H 2.781 2.962 9.464
H 1.545 4.167 9.194
C -3.291 4.569 -3.900
O -2.522 4.803 -2.789
C -1.203 4.819 -2.930
O -0.547 4.952 -4.010
O -0.699 4.808 -1.622
C 0.759 4.775 -1.474
H -3.086 5.369 -4.611
H -4.374 4.651 -3.808
H -2.969 3.647 -4.385
H 1.144 3.810 -1.145
H 1.039 5.605 -0.825
H 1.322 5.006 -2.378
C 1.282 -6.830 -0.997
O 2.597 -6.186 -0.935
C 2.823 -4.911 -1.356
O 2.040 -4.307 -2.085
O 4.024 -4.370 -1.006
C 4.868 -5.054 -0.121
H 0.439 -6.144 -1.076
H 1.303 -7.448 -0.099
H 1.277 -7.334 -1.963
H 4.665 -6.120 -0.014
H 4.649 -4.602 0.846
H 5.920 -4.827 -0.291
C 0.023 -3.006 -4.077
O -0.186 -2.724 -5.466
C -0.936 -3.597 -6.306
O -1.490 -4.605 -5.891
O -0.681 -3.376 -7.600
C -0.050 -2.228 -8.052
H -0.930 -3.156 -3.569
H 0.552 -2.241 -3.509
H 0.488 -3.981 -3.935
H 1.033 -2.237 -8.176
H -0.425 -1.346 -7.532
H -0.521 -2.016 -9.012
C 7.502 -3.574 -6.157
O 6.468 -3.172 -5.273
C 6.693 -2.524 -4.105
O 7.770 -2.082 -3.723
O 5.497 -2.417 -3.446
C 5.488 -1.536 -2.351
H 8.470 -3.807 -5.712
H 7.627 -3.000 -7.076
H 7.149 -4.510 -6.588
H 6.443 -1.572 -1.827
H 4.682 -1.851 -1.687
H 5.286 -0.497 -2.608
C 2.270 -7.053 4.925
O 2.277 -5.659 4.564
C 1.739 -5.236 3.476
O 1.107 -5.977 2.695
O 2.040 -4.006 3.271
C 1.315 -3.363 2.211
H 2.750 -7.659 4.157
H 1.217 -7.331 4.950
H 2.694 -7.180 5.922
H 1.443 -2.281 2.166
H 0.286 -3.555 2.515
H 1.618 -3.686 1.215
C -6.359 3.347 3.316
O -5.923 4.433 2.443
C -4.750 4.327 1.819
O -3.905 3.426 1.994
O -4.592 5.394 1.006
C -3.511 5.407 0.142
H -6.050 2.371 2.940
H -7.445 3.380 3.399
H -6.012 3.424 4.346
H -2.546 5.551 0.627
H -3.482 6.261 -0.534
H -3.332 4.455 -0.358
C -8.543 3.649 -0.849
O -7.188 3.355 -1.253
C -6.504 2.362 -0.689
O -6.950 1.499 0.010
O -5.299 2.540 -1.077
C -4.282 1.515 -0.924
H -9.202 3.212 -1.599
H -8.725 4.723 -0.893
H -8.697 3.280 0.165
H -4.134 1.305 0.136
H -3.371 1.759 -1.469
H -4.682 0.617 -1.395
C -2.092 -2.111 -0.887
O -2.075 -2.987 0.206
C -1.867 -4.298 0.049
O -1.844 -4.901 -1.062
O -2.027 -4.879 1.211
C -1.879 -6.191 1.320
H -3.057 -1.606 -0.888
H -2.095 -2.683 -1.814
H -1.366 -1.309 -0.752
H -2.328 -6.591 2.230
H -0.825 -6.451 1.223
H -2.284 -6.677 0.432
C 1.340 -1.434 -0.570
O 0.581 -0.191 -0.795
C 0.215 0.458 0.350
O 0.699 0.320 1.496
O -0.708 1.476 0.013
C -1.094 2.488 0.904
H 1.992 -1.339 0.298
H 1.896 -1.639 -1.485
H 0.609 -2.217 -0.367
H -0.349 2.690 1.674
H -1.998 2.200 1.442
H -1.269 3.436 0.396
*
```

---

b | The following is a quantum chemistry calculation of C33H66O33 as an isolated structure, from OMol25.

Calculated values
gap between HOMO and LUMO = 8.510 eV

Structure (ORCA input):
```
! RIJCOSX wB97M-V def2-TZVPD def2/J DEFGRID3
* xyz 0 1
C 14.197 4.701 24.524
O 14.047 5.671 23.532
C 14.365 7.018 23.926
O 14.566 7.345 25.080
O 14.365 7.930 22.926
C 14.817 9.251 23.161
H 15.224 4.609 24.879
H 13.965 3.695 24.177
H 13.573 5.021 25.359
H 14.636 9.893 22.299
H 15.809 9.369 23.597
H 14.162 9.631 23.945
C 13.422 6.239 18.101
O 13.930 6.607 19.387
C 14.795 5.699 20.012
O 15.054 4.556 19.613
O 15.184 6.222 21.157
C 15.952 5.451 22.060
H 12.613 5.509 18.128
H 14.187 6.090 17.340
H 12.941 7.201 17.921
H 16.942 5.100 21.766
H 15.351 4.613 22.411
H 16.153 6.051 22.947
C 14.192 10.934 25.129
O 12.877 11.339 25.593
C 12.394 10.925 26.734
O 12.929 10.071 27.388
O 11.161 11.587 26.953
C 10.333 11.051 27.890
H 14.845 11.776 25.358
H 14.241 10.733 24.059
H 14.592 10.055 25.634
H 9.493 10.663 27.312
H 9.977 11.824 28.571
H 10.799 10.320 28.551
C 19.353 2.849 23.762
O 19.030 4.133 24.303
C 17.806 4.542 24.675
O 16.770 3.899 24.654
O 18.010 5.762 25.181
C 16.805 6.386 25.662
H 20.443 2.877 23.759
H 18.990 2.666 22.751
H 18.963 2.068 24.414
H 16.584 6.101 26.691
H 15.980 6.330 24.952
H 16.998 7.455 25.754
C 19.386 7.964 24.646
O 18.313 7.803 23.741
C 18.034 8.629 22.727
O 18.756 9.545 22.351
O 16.819 8.232 22.276
C 16.266 8.757 21.034
H 19.216 7.458 25.597
H 19.521 9.003 24.945
H 20.266 7.482 24.220
H 15.791 7.918 20.526
H 17.035 9.172 20.383
H 15.480 9.509 21.109
C 17.303 12.886 27.798
O 17.519 11.745 26.872
C 16.761 10.684 26.974
O 16.036 10.356 27.897
O 16.978 10.000 25.868
C 16.547 8.703 25.715
H 17.571 12.701 28.838
H 16.262 13.157 27.972
H 17.908 13.719 27.439
H 15.573 8.728 25.227
H 16.356 8.144 26.631
H 17.201 8.067 25.119
C 15.202 2.441 24.282
O 15.011 1.232 24.992
C 15.028 0.002 24.350
O 15.263 -0.155 23.139
O 14.721 -0.921 25.309
C 14.722 -2.276 24.940
H 15.258 3.255 25.004
H 14.341 2.558 23.624
H 16.144 2.474 23.733
H 13.901 -2.577 24.288
H 14.834 -2.924 25.810
H 15.598 -2.523 24.340
C 15.728 1.882 27.347
O 14.943 2.798 28.074
C 14.371 3.830 27.402
O 14.526 3.980 26.205
O 13.673 4.626 28.189
C 13.163 5.886 27.704
H 16.715 2.223 27.036
H 15.216 1.472 26.476
H 15.883 1.046 28.028
H 12.531 6.387 28.437
H 12.632 5.804 26.756
H 14.019 6.501 27.425
C 15.003 0.194 21.030
O 14.500 1.528 20.933
C 13.534 2.049 21.749
O 12.864 1.461 22.605
O 13.523 3.417 21.539
C 12.598 4.318 22.153
H 14.532 -0.435 21.785
H 16.071 0.192 21.248
H 14.856 -0.306 20.073
H 12.724 4.282 23.235
H 11.537 4.205 21.930
H 12.798 5.365 21.925
C 8.621 8.931 24.870
O 10.042 8.773 24.918
C 10.601 8.099 25.899
O 9.988 7.384 26.699
O 11.906 8.283 25.786
C 12.925 7.490 26.414
H 8.015 8.231 25.446
H 8.169 9.053 23.886
H 8.540 9.908 25.348
H 13.112 7.959 27.380
H 13.784 7.495 25.744
H 12.635 6.481 26.710
C 14.098 12.820 23.510
O 15.580 12.806 23.256
C 16.294 11.736 23.615
O 15.767 10.729 24.004
O 17.641 11.971 23.497
C 18.536 11.066 24.148
H 13.847 12.690 24.562
H 13.558 12.083 22.915
H 13.783 13.852 23.355
H 18.536 11.495 25.150
H 19.439 11.308 23.589
H 18.302 10.001 24.170
*
```

---

Energies, relative to the best one, in kcal/mol: a 0.0; b 783.2.

---

a | The following is a quantum chemistry calculation of H22HeO11 as an isolated structure, from OMol25.

Calculated values
gap between HOMO and LUMO = 9.877 eV

Structure (ORCA input):
```
! RIJCOSX wB97M-V def2-TZVPD def2/J DEFGRID3
* xyz 0 1
He 0.206 -0.463 0.093
O -0.822 1.615 -3.791
H -0.671 0.799 -4.267
H -0.079 1.685 -3.192
O -1.866 -2.076 1.434
H -2.349 -1.481 0.861
H -1.039 -2.231 0.977
O 2.756 -1.624 -0.378
H 3.283 -2.007 -1.079
H 3.200 -0.803 -0.165
O 0.579 1.473 1.954
H 0.326 0.912 2.687
H 1.511 1.295 1.826
O 3.203 1.242 1.347
H 3.793 1.319 0.597
H 3.660 1.690 2.059
O -3.046 -0.047 -0.107
H -2.728 0.633 -0.700
H -3.706 0.392 0.429
O 1.277 1.854 -1.923
H 1.004 2.009 -1.019
H 1.667 0.980 -1.910
O -1.231 -1.969 -2.070
H -1.392 -1.522 -2.901
H -0.389 -2.408 -2.193
O -2.088 0.063 3.387
H -2.601 -0.313 4.102
H -2.082 -0.617 2.713
O 0.681 -2.982 0.699
H 0.379 -3.479 -0.062
H 1.330 -2.373 0.345
O -0.834 3.190 0.109
H -0.559 2.484 0.692
H -1.374 2.758 -0.554
*
```

---

b | The following is a quantum chemistry calculation of H22HeO11 as an isolated structure, from OMol25.

Calculated values
gap between HOMO and LUMO = 10.627 eV

Structure (ORCA input):
```
! RIJCOSX wB97M-V def2-TZVPD def2/J DEFGRID3
* xyz 0 1
He 0.298 0.309 -0.063
O -2.396 0.900 -1.573
H -2.870 0.081 -1.424
H -1.951 1.073 -0.744
O 0.676 1.158 -2.913
H 0.217 0.531 -3.473
H 0.231 1.094 -2.067
O -3.207 -1.806 -1.542
H -3.563 -1.874 -2.428
H -2.258 -1.846 -1.661
O 3.142 -0.641 -2.078
H 2.738 -1.323 -2.614
H 2.459 0.023 -1.980
O 4.086 1.584 -0.081
H 3.752 0.752 -0.417
H 3.303 2.114 0.069
O -1.633 -2.156 2.265
H -1.119 -1.976 3.052
H -2.206 -2.881 2.513
O -2.497 0.210 1.102
H -2.227 -0.649 1.425
H -3.447 0.142 1.004
O -2.091 2.080 3.297
H -2.218 1.528 2.525
H -1.493 2.767 3.004
O 1.855 3.282 0.043
H 1.384 3.381 0.871
H 1.833 4.154 -0.350
O 0.012 -2.891 0.009
H 0.662 -2.197 0.116
H -0.571 -2.792 0.762
O 2.651 -1.451 1.154
H 3.166 -0.790 1.616
H 3.282 -1.889 0.582
*
```

---

Energies, relative to the best one, in kcal/mol: a 4.5; b 0.0.

---

a | The following is a quantum chemistry calculation of one molecule with the formula CHN3O, from OMol25.

Calculated values
gap between HOMO and LUMO = 10.099 eV
SMILES = O=CN1N=N1

Structure (ORCA input):
```
! RIJCOSX wB97M-V def2-TZVPD def2/J DEFGRID3
* xyz 0 1
O -1.160 0.333 -1.231
C -0.151 0.632 -0.623
N 0.516 -0.404 0.107
N -0.280 -1.326 0.863
N 0.507 -0.664 1.493
H 0.569 1.430 -0.609
*
```

---

b | The following is a quantum chemistry calculation of one molecule with the formula CHN3O, from OMol25.

Calculated values
gap between HOMO and LUMO = 12.124 eV
SMILES = c1nnon1

Structure (ORCA input):
```
! RIJCOSX wB97M-V def2-TZVPD def2/J DEFGRID3
* xyz 0 1
C -0.607 0.413 0.186
N -0.299 -0.181 -0.999
N 0.734 -0.898 -0.870
O 1.191 -0.618 0.400
N 0.376 0.185 1.019
H -1.395 1.099 0.264
*
```

---

Energies, relative to the best one, in kcal/mol: a 33.6; b 0.0.

---

a | The following is a quantum chemistry calculation of one molecule with the formula C7H10N2S, from OMol25.

Calculated values
gap between HOMO and LUMO = 7.522 eV
SMILES = CC(C)/N=C/C=N\C=C=S

Structure (ORCA input):
```
! RIJCOSX wB97M-V def2-TZVPD def2/J DEFGRID3
* xyz 0 1
C 1.582 -1.427 -0.979
C 1.247 -0.226 0.056
C 1.410 -0.844 1.382
N -0.005 0.250 -0.113
C -0.171 1.469 -0.412
C -1.420 2.178 -0.360
N -2.406 1.835 0.404
C -2.723 0.556 0.612
C -2.512 -0.338 -0.350
S -2.445 -1.108 -1.693
H 1.113 -1.091 -1.931
H 2.654 -1.715 -1.095
H 1.049 -2.342 -0.667
H 2.037 0.665 -0.194
H 1.231 -0.264 2.274
H 2.429 -1.310 1.425
H 0.795 -1.756 1.323
H 0.762 1.999 -0.612
H -1.405 3.277 -0.556
H -3.220 0.191 1.488
*
```

---

b | The following is a quantum chemistry calculation of one molecule with the formula C7H10N2S, from OMol25.

Calculated values
gap between HOMO and LUMO = 8.321 eV
SMILES = C=C(C)/N=c1\sccn1C

Structure (ORCA input):
```
! RIJCOSX wB97M-V def2-TZVPD def2/J DEFGRID3
* xyz 0 1
C -0.680 -2.590 0.515
C -0.910 -1.381 1.014
C -2.104 -1.091 1.951
N -0.187 -0.207 0.722
C 0.138 0.138 -0.459
S -0.151 -0.637 -2.097
C 0.872 0.552 -2.832
C 1.298 1.516 -2.015
N 0.988 1.217 -0.738
C 1.405 2.055 0.396
H 0.252 -2.642 -0.084
H -1.240 -3.431 1.063
H -3.079 -0.927 1.489
H -2.242 -1.996 2.700
H -1.759 -0.212 2.443
H 0.925 0.395 -3.838
H 1.954 2.315 -2.180
H 1.890 2.841 -0.233
H 0.490 2.318 1.011
H 2.142 1.766 1.172
*
```

---

Energies, relative to the best one, in kcal/mol: a 39.3; b 0.0.

---

a | The following is a quantum chemistry calculation of a 2-piece molecular cluster, C5H12N2O4S overall, from OMol25.

Calculated values
gap between HOMO and LUMO (alpha / beta) = 7.775 / 8.753 eV

Structure (ORCA input):
```
! RIJCOSX wB97M-V def2-TZVPD def2/J DEFGRID3
* xyz 0 1
C 0.910 1.567 1.092
C -0.379 0.800 0.831
C -1.130 1.837 -0.026
C -1.171 0.313 2.124
C 2.019 -2.008 -0.240
N -0.275 2.957 -0.259
N 0.614 -1.773 -0.508
O -1.281 -1.310 -2.016
O 0.926 -0.075 -2.278
O 0.905 2.631 0.297
O -1.465 1.211 -1.360
S 0.287 -1.375 -2.237
H 1.737 1.142 1.434
H -1.789 -0.529 -1.947
H -0.083 -0.199 0.416
H -2.190 2.052 0.306
H -2.142 0.795 2.270
H -0.506 0.504 2.988
H -1.376 -0.725 2.098
H 2.197 -3.106 0.066
H 2.671 -1.908 -1.201
H 2.284 -1.290 0.451
H -0.077 -2.590 -0.316
H -0.686 1.080 -1.984
*
```

---

b | The following is a quantum chemistry calculation of C5H12N2O4S as an isolated structure, from OMol25.

Calculated values
gap between HOMO and LUMO (alpha / beta) = 8.041 / 8.045 eV

Structure (ORCA input):
```
! RIJCOSX wB97M-V def2-TZVPD def2/J DEFGRID3
* xyz 0 1
C 0.292 -1.013 -1.591
C 1.461 -0.645 -0.671
C 1.024 0.887 -0.213
C 2.801 -0.630 -1.392
C -3.181 0.952 1.156
N -0.403 0.903 -0.482
N -2.166 0.601 2.075
O 0.028 -0.652 2.232
O -1.741 -1.684 0.771
O -0.664 0.009 -1.462
O 1.408 1.256 1.034
S -1.077 -0.503 1.260
H 0.619 -1.101 -2.746
H -0.369 -1.903 -1.213
H 1.504 -1.222 0.245
H 1.381 1.680 -0.885
H 3.674 -0.648 -0.629
H 2.987 0.227 -2.058
H 2.993 -1.595 -2.064
H -3.915 1.692 1.536
H -2.687 1.370 0.259
H -3.655 0.094 0.834
H -1.504 1.360 2.200
H 1.193 0.562 1.803
*
```

---

Energies, relative to the best one, in kcal/mol: a 27.6; b 0.0.